[1]
Density functional theory data (the ωB97M-V functional and the def2-TZVPD basis) for a 2-piece molecular cluster, C8H10Cl2Si overall in a non-equilibrium geometry.

Last column: Mulliken charge in e.
Geometry (Å):
C (1.85580, 2.67127, 0.74232)  -0.48
C (0.86241, 2.15065, 1.59858)  -0.45
C (1.93406, 2.23386, -0.59745)  -0.52
C (-0.01677, 1.17243, 1.10040)  -0.19
C (0.99077, 1.22371, -1.06711)  -0.55
C (-0.03574, 0.84577, -0.25475)  0.62
C (-0.48203, -2.97797, 0.18252)  -1.02
C (-3.16081, 0.15348, -0.23108)  -0.28
Si (-1.34828, -0.29193, -0.98917)  0.41
Cl (-3.14582, -0.16019, 1.50334)  -0.16
Cl (-3.31331, 1.90723, -0.53967)  -0.16
H (2.32788, 3.51615, 1.15832)  0.37
H (0.75802, 2.61142, 2.52726)  0.44
H (2.68491, 2.47228, -1.30623)  0.38
H (-0.88056, 0.86762, 1.69999)  0.09
H (1.08564, 0.82052, -2.06559)  0.34
H (-1.34793, -3.38618, -0.05183)  0.41
H (0.30647, -3.17182, -0.54624)  0.33
H (-0.26735, -3.00074, 1.28461)  0.25
H (-4.04084, -0.25130, -0.83737)  0.34
H (-1.70205, 0.05249, -2.30454)  -0.17

Atomic forces in eV per Å
-1.7 -0.9 -1.0
0.2 -1.3 -2.9
-1.6 -2.3 0.7
-0.7 1.6 0.8
2.1 2.4 0.6
-0.7 -1.5 0.3
3.3 2.6 1.0
0.7 -0.4 -1.5
-0.6 -1.0 3.1
-0.8 -0.4 0.1
0.0 0.4 0.0
1.3 0.8 -0.1
-0.3 0.2 1.6
0.7 0.8 -0.2
0.7 0.0 0.0
0.0 0.3 -0.2
-4.0 -1.9 -1.1
0.0 0.2 0.5
0.0 0.5 -1.4
1.2 0.0 1.4
0.2 0.1 -1.8

As for the gap between HOMO and LUMO (alpha / beta): 0.29137 / 0.27744 hartree. The HOMO energy (alpha / beta) is -8.714 / -7.867 eV. The energy above the lowest of the compared OMol25 structures with the same formula, charge and spin is 729.0 kJ/mol. The value obtained for the LUMO energy (alpha / beta) is -0.79 / -0.32 eV.

[2]
Density functional theory data (the ωB97M-V functional and the def2-TZVPD basis) for C42H64N3O20 as an isolated structure in a non-equilibrium geometry.

Last column: Mulliken charge in e.
Geometry (Å):
C (-0.21384, 1.38678, 0.62735)  1.38
C (0.97007, 0.50984, 1.08359)  -0.74
O (0.69278, -0.13252, 2.03842)  -0.59
N (2.37388, 0.50747, 0.41687)  1.74
H (2.44378, 1.19989, -0.21548)  -0.68
H (3.03512, 0.63578, 1.17346)  0.72
C (2.87430, -0.73385, -0.29943)  -1.03
H (-0.55040, 1.32123, 1.71708)  -0.13
H (-0.59817, 0.79699, -0.24639)  -0.37
H (-0.00172, 2.42536, 0.32088)  -0.36
H (3.47361, -1.44623, 0.14566)  0.61
H (3.46966, -0.39203, -1.11396)  0.28
H (1.92230, -1.14087, -0.90326)  0.02
N (4.00731, 1.24301, 3.16815)  0.97
O (4.21507, 0.37730, 2.32532)  -0.67
O (4.88980, 1.25127, 4.10524)  -0.73
O (3.02300, 2.01031, 3.22653)  -0.56
N (2.92473, 3.69176, -0.94498)  0.91
O (3.59034, 2.86173, -0.19328)  -0.63
O (3.61917, 4.25184, -1.81426)  -0.71
O (1.72047, 3.41046, -1.17331)  -0.69
C (3.24588, 0.49280, -4.99094)  -0.60
C (3.77368, 1.52183, -4.05988)  1.37
C (5.16261, 1.36694, -3.49783)  -1.68
O (3.86475, 2.80969, -4.60958)  -0.62
H (2.92192, -0.48455, -4.48994)  -0.07
H (4.15147, 0.20056, -5.96508)  0.22
H (2.16955, 0.89595, -5.46662)  0.15
H (3.11773, 1.51680, -3.10327)  -0.42
H (5.83883, 1.14386, -4.32378)  0.42
H (5.21121, 0.40870, -3.13041)  0.30
H (5.52930, 2.01712, -2.82163)  0.59
H (4.02720, 3.15765, -3.79215)  0.32
C (4.47040, -4.85195, -1.62037)  -2.20
C (4.83564, -3.60015, -2.41434)  0.62
C (3.68386, -2.94746, -3.42734)  -0.66
O (5.27156, -2.56328, -1.60988)  -0.36
H (5.27084, -5.07188, -1.22691)  0.89
H (4.22817, -5.71724, -2.11007)  0.48
H (3.75843, -4.51060, -0.87811)  0.36
H (5.59218, -4.13211, -3.12658)  0.27
H (3.26984, -3.82676, -3.90698)  0.38
H (4.37430, -2.57391, -4.24841)  0.41
H (3.05062, -2.12209, -3.11418)  -0.29
H (6.15523, -2.69826, -1.35318)  0.26
C (-1.83549, -0.99507, 4.04702)  -1.55
C (-3.24304, -1.30076, 4.41828)  0.69
C (-3.86491, -2.56337, 3.95722)  -1.07
O (-3.16697, -1.56522, 5.88320)  -0.54
H (-1.24927, -1.93867, 4.08349)  0.06
H (-1.28661, -0.25057, 4.36032)  0.81
H (-1.80200, -0.72482, 3.03996)  0.50
H (-3.98066, -0.43414, 4.15406)  0.01
H (-5.09974, -2.66474, 4.47777)  0.23
H (-3.30096, -3.43783, 3.98992)  0.36
H (-4.15275, -2.40593, 2.89629)  0.24
H (-4.08922, -1.42788, 6.05177)  0.35
C (-1.32266, 6.82623, 1.81855)  -1.60
C (-0.83247, 5.48438, 1.22354)  0.91
C (-1.71478, 5.05020, -0.03141)  -1.67
O (0.47218, 5.51348, 0.80126)  -0.57
H (-1.35923, 7.64390, 1.11413)  0.35
H (-0.84964, 7.24744, 2.61080)  0.48
H (-2.35686, 6.64859, 2.09876)  0.25
H (-0.83579, 4.66305, 1.87975)  0.23
H (-2.84833, 5.08316, 0.20400)  0.13
H (-1.64556, 4.02200, -0.52200)  0.15
H (-1.43619, 5.51956, -0.83777)  1.00
H (0.56313, 5.42773, -0.08867)  0.28
C (-0.81653, 0.68618, -4.20514)  -1.16
C (-0.41251, 1.98603, -3.80368)  0.85
C (-1.41041, 3.11127, -3.84675)  -1.58
O (0.14268, 1.75386, -2.49559)  0.33
H (-0.23105, -0.09041, -3.96651)  0.56
H (-1.58160, 0.77582, -5.13480)  0.30
H (-1.75968, 0.21241, -3.43325)  -0.31
H (0.34141, 2.19934, -4.48972)  0.29
H (-0.84366, 3.92726, -3.53612)  0.37
H (-2.25840, 2.73294, -3.16871)  0.06
H (-1.82054, 3.19932, -4.75012)  0.61
H (0.85790, 2.37775, -2.34197)  -0.08
C (-6.18002, 0.42171, -1.04000)  -0.47
C (-6.04925, -1.07380, -1.17270)  -0.56
C (-4.64645, -1.78460, -1.51570)  0.16
O (-4.63573, -2.92541, -1.85850)  -0.52
C (-3.50466, -0.86075, -1.56064)  0.13
C (-3.71191, 0.55667, -1.35503)  0.58
C (-4.94073, 1.24897, -1.08172)  0.44
O (-4.95793, 2.55903, -1.03108)  -0.65
H (-7.30656, 0.81063, -0.73989)  0.23
H (-6.94023, -1.63561, -1.27716)  0.48
H (-2.51828, -1.12496, -1.90193)  0.57
H (-2.96332, 1.60974, -1.40575)  -0.47
C (2.11490, -3.52993, 4.88419)  -0.45
C (2.48005, -3.05091, 3.54339)  -0.28
C (1.80640, -3.60141, 2.24567)  0.32
O (2.19368, -3.40918, 1.10028)  -0.25
C (0.65477, -4.43661, 2.59919)  -0.38
C (0.29333, -4.89969, 3.95333)  -0.71
C (1.00334, -4.49271, 5.08532)  0.30
O (0.77122, -4.80549, 6.20935)  -0.56
H (2.80663, -3.15790, 5.61085)  0.46
H (3.34970, -2.38632, 3.38035)  0.37
H (0.02954, -4.87019, 1.96798)  0.71
H (-0.36295, -5.74335, 4.06203)  0.44
C (0.72443, -4.08338, -1.70437)  0.20
C (1.17859, -5.21075, -2.59248)  -0.35
C (0.19203, -6.37154, -2.93745)  0.00
O (0.38716, -7.24702, -3.56338)  -0.38
C (-1.07883, -6.19362, -2.29831)  -0.44
C (-1.50979, -4.95917, -1.40897)  -0.30
C (-0.60583, -3.89130, -1.07049)  0.45
O (-0.94293, -3.07762, -0.28572)  -0.35
H (1.49938, -3.30195, -1.53826)  0.01
H (2.16202, -5.30520, -3.08692)  0.40
H (-1.86658, -6.96561, -2.76582)  0.22
H (-2.42462, -5.04044, -0.81855)  0.47
C (-2.92839, 2.68184, 4.07085)  0.00
C (-3.47959, 3.69152, 5.19428)  -0.79
C (-4.32908, 4.79430, 4.72968)  0.28
O (-4.79674, 5.57988, 5.53446)  -0.58
C (-4.67708, 4.99454, 3.34260)  -0.55
C (-4.24617, 3.90748, 2.32376)  -0.03
C (-3.42426, 2.71006, 2.74241)  0.48
O (-3.06089, 1.90083, 1.98016)  -0.24
H (-2.43963, 1.78908, 4.63181)  0.12
H (-3.10233, 3.54753, 6.12998)  0.58
H (-5.17551, 5.75305, 2.83958)  0.52
H (-4.66713, 4.11987, 1.23465)  0.25

Atomic forces in eV per Å
1.8 -0.2 0.7
-0.1 1.2 -0.7
2.0 -1.8 0.4
-2.0 -4.9 2.1
0.2 3.9 -2.4
1.4 0.6 1.6
-4.4 1.0 -3.3
-1.6 0.6 -2.3
-0.7 0.7 1.1
0.2 -0.6 0.0
0.5 -1.3 2.0
0.7 0.8 -0.5
2.1 0.3 1.7
2.1 1.1 4.9
-1.2 -1.0 -2.8
-1.5 0.8 -1.0
0.5 -1.0 -1.1
3.4 -5.6 -2.6
-1.5 2.0 0.5
-1.0 1.9 0.7
-0.8 1.6 1.0
-0.9 -1.4 -3.6
0.1 0.1 2.3
-0.5 -3.7 -3.6
-2.1 -1.1 -3.3
0.9 1.4 -0.6
-3.0 1.0 2.9
3.1 -0.9 0.9
0.2 0.2 -1.4
0.3 1.1 -0.4
0.0 -2.5 2.0
0.8 2.5 2.1
0.8 3.6 2.9
-7.0 5.2 -1.8
-1.6 -1.2 -3.4
4.2 -1.4 -0.5
-1.1 0.5 -0.3
8.2 -2.2 4.8
-1.3 -1.8 -1.8
-0.4 -0.6 0.4
-0.5 2.0 0.6
-1.0 0.3 0.1
-1.0 0.2 0.9
-0.1 -0.5 0.5
1.7 -0.2 0.7
-1.7 -5.2 -2.7
-0.4 1.0 2.6
-5.3 1.4 -1.8
-0.1 1.4 -0.9
-0.1 0.6 0.3
2.2 3.9 3.2
-0.2 0.0 -2.3
1.3 -1.2 0.7
4.0 0.0 -1.2
0.9 -1.4 0.7
0.2 -0.3 0.2
-0.8 -0.2 1.2
-2.0 -1.8 -2.4
-1.3 0.1 -2.4
-3.1 -3.6 4.5
1.7 1.1 3.6
0.1 0.0 -0.9
1.9 0.5 2.6
-0.3 0.1 0.3
-0.7 -0.8 1.7
1.8 0.6 -0.6
0.6 0.4 1.7
1.0 3.9 -4.2
0.4 -0.5 -3.9
-9.8 -0.9 -0.7
0.7 0.3 1.8
-0.4 -3.4 4.2
-0.4 0.3 -0.5
2.9 -2.7 -0.6
2.6 -0.9 1.3
2.1 1.8 -1.5
2.0 1.0 -1.0
0.1 1.9 0.8
1.1 1.3 -0.5
-1.4 0.7 -3.8
0.3 0.5 0.4
-2.0 -5.2 0.9
2.0 6.1 -0.2
-2.3 2.6 0.2
0.3 -1.1 0.0
-0.3 5.6 0.6
3.4 -0.6 -0.6
-2.6 4.3 0.1
0.0 -5.6 0.0
3.3 -0.7 -1.1
-0.6 -0.7 0.2
0.1 -0.6 0.2
-1.1 -4.0 -0.1
1.9 2.1 -6.7
-0.8 -1.9 2.6
0.6 1.1 1.6
-0.4 -0.3 1.4
-0.1 -1.1 7.5
1.1 0.8 -6.8
2.7 2.7 0.7
-1.1 -1.4 2.3
-0.4 -0.1 0.9
-0.7 -0.3 0.3
-2.2 -1.5 -3.6
-0.7 0.1 -0.1
4.1 -2.7 -3.7
-2.6 3.1 2.7
-0.8 12.2 8.1
3.3 -10.8 -8.2
-6.1 4.3 3.2
0.5 -7.4 -3.8
1.4 -3.3 -1.9
-0.1 2.7 1.7
-0.7 -0.6 0.0
-0.6 0.5 0.8
1.5 1.8 1.8
-0.1 0.2 -0.7
-2.1 3.0 9.7
2.1 -4.5 -9.0
-0.4 1.1 1.1
-0.1 0.3 0.8
3.5 -7.6 -5.6
-3.1 5.2 2.6
-1.0 3.5 0.5
0.7 -3.2 -3.2
-0.5 1.5 -1.9
0.5 0.0 2.5
-1.0 1.7 0.2
1.3 -1.1 2.3

As for the gap between HOMO and LUMO: 0.17785 hartree. The HOMO energy is -5.677 eV. The energy above the lowest of the compared OMol25 structures with the same formula, charge and spin is 296.7 kJ/mol. The value obtained for the LUMO energy is -0.84 eV. Its total charge is -1.

[3]
Density functional theory data (the ωB97M-V functional and the def2-TZVPD basis) for C51H44IN4O8S2Sb2Tl as an isolated structure in a non-equilibrium geometry.

Last column: Mulliken charge in e.
Geometry (Å):
Tl (-0.24740, 1.22680, -0.59000)  1.42
O (3.26540, -3.39050, -0.60510)  -0.61
C (4.01540, -2.79570, 0.32900)  0.43
C (5.31700, -3.25320, 0.54180)  -0.75
C (6.11970, -2.66560, 1.49690)  -0.32
C (5.64120, -1.60140, 2.24770)  -0.86
C (4.34830, -1.15180, 2.05440)  -0.67
C (3.51140, -1.73870, 1.11230)  -0.03
C (2.08710, -1.34450, 0.96950)  0.45
O (1.39880, -1.83400, 0.01680)  3.10
N (1.61240, -0.65590, 1.99160)  -1.30
N (0.37840, -0.17570, 1.90970)  1.40
C (-0.30990, 0.06330, 2.97070)  -1.04
C (-1.60890, 0.67000, 2.84090)  0.82
C (-2.45870, 0.80730, 3.95130)  -1.14
C (-3.70120, 1.38160, 3.78170)  -0.38
C (-4.07020, 1.82540, 2.51840)  -1.01
C (-3.17000, 1.65800, 1.47340)  -0.24
N (-1.99270, 1.08730, 1.62770)  0.50
H (2.37710, -2.89400, -0.57540)  -0.03
H (5.67060, -4.08500, -0.05120)  0.43
H (7.12360, -3.03910, 1.65270)  0.39
H (6.28210, -1.14420, 2.99000)  0.40
H (3.95150, -0.33670, 2.63840)  0.47
H (0.03170, -0.20010, 3.97740)  0.20
H (-2.13750, 0.45320, 4.92150)  0.44
H (-4.37540, 1.48930, 4.62560)  0.39
H (-5.03150, 2.28880, 2.35530)  0.42
H (-3.38980, 2.00000, 0.47120)  0.61
O (-0.63940, 0.29010, -3.31500)  -0.85
S (-1.55590, 1.44450, -3.42890)  1.74
O (-2.29480, 1.48060, -4.67750)  -0.79
O (-2.40680, 1.56090, -2.26220)  -0.69
C (-0.25370, 2.70230, -3.62460)  0.28
C (0.39570, 2.44400, -4.83040)  -1.22
C (1.59120, 3.05400, -5.15750)  -0.62
C (2.16180, 3.94570, -4.25800)  -0.55
C (1.50210, 4.22530, -3.07650)  -1.13
C (0.30110, 3.60900, -2.74160)  0.41
S (-0.24240, 4.21930, -1.10550)  1.30
O (-0.24600, 5.66790, -1.27460)  -0.85
O (-1.53180, 3.67100, -0.73220)  -0.60
O (0.85090, 3.75640, -0.23110)  -0.69
H (-0.06830, 1.73040, -5.49580)  0.53
H (2.07730, 2.84220, -6.10280)  0.41
H (3.11020, 4.41890, -4.48230)  0.38
H (1.89460, 4.93080, -2.36020)  0.56
C (-1.60750, -4.75920, 0.03900)  -0.89
C (-1.90130, -4.76460, -1.44970)  -0.45
C (-0.72160, -4.32170, -2.29540)  -1.14
Sb (-0.53890, -2.10390, -2.34290)  -1.47
C (1.22510, -2.24480, -3.66190)  0.30
C (1.45000, -1.26280, -4.62080)  -0.03
C (2.62610, -1.22660, -5.34920)  -0.37
C (3.61220, -2.17660, -5.13120)  -0.79
C (3.39160, -3.17350, -4.19690)  -0.47
C (2.20730, -3.20950, -3.47690)  -0.55
C (-1.89430, -2.09940, -4.03780)  1.07
C (-3.14260, -1.50850, -3.93680)  -0.51
C (-3.95800, -1.38060, -5.04870)  -0.48
C (-3.52540, -1.82570, -6.28510)  -0.57
C (-2.27940, -2.41630, -6.39950)  -0.97
C (-1.47820, -2.55600, -5.27950)  -0.53
Sb (-1.27040, -2.76150, 0.90490)  -0.50
C (-1.01130, -3.64030, 2.94120)  0.48
C (-1.79210, -4.57590, 3.60450)  -0.41
C (-1.54480, -4.91740, 4.92540)  -0.62
C (-0.49590, -4.33260, 5.61380)  -0.51
C (0.33410, -3.44580, 4.94930)  -0.68
C (0.07750, -3.11730, 3.63000)  -0.15
C (-3.42270, -2.40330, 0.97770)  0.97
C (-4.36830, -3.17610, 1.63150)  -0.32
C (-5.70890, -2.82940, 1.61300)  -0.76
C (-6.12490, -1.69990, 0.92940)  -0.64
C (-5.19090, -0.93240, 0.25420)  -0.81
C (-3.85170, -1.28350, 0.28040)  -0.52
H (-0.71500, -5.35320, 0.24020)  0.49
H (-2.44220, -5.20670, 0.58240)  0.50
H (-2.76800, -4.12600, -1.66100)  0.08
H (-2.19120, -5.79000, -1.73410)  0.45
H (-0.85920, -4.66060, -3.32370)  0.44
H (0.18530, -4.78020, -1.90860)  0.48
H (0.68710, -0.51840, -4.77530)  0.32
H (2.77540, -0.45780, -6.09690)  0.37
H (4.53870, -2.14770, -5.69440)  0.33
H (4.14340, -3.93170, -4.01740)  0.40
H (2.06480, -3.99080, -2.74420)  -0.01
H (-3.47330, -1.10910, -2.98810)  0.45
H (-4.92670, -0.90760, -4.95880)  0.40
H (-4.14720, -1.69550, -7.16320)  0.34
H (-1.92530, -2.75710, -7.36660)  0.39
H (-0.49670, -3.00470, -5.37530)  0.41
H (-2.60630, -5.06430, 3.08800)  0.22
H (-2.18270, -5.63800, 5.42500)  0.38
H (-0.31900, -4.57770, 6.65500)  0.34
H (1.17660, -2.99760, 5.46140)  0.45
H (0.74650, -2.43970, 3.12180)  0.19
H (-4.06760, -4.06210, 2.17090)  -0.02
H (-6.43100, -3.44350, 2.13830)  0.40
H (-7.17350, -1.42640, 0.92110)  0.35
H (-5.50060, -0.05120, -0.28890)  0.51
H (-3.13160, -0.66610, -0.24210)  0.37
I (5.46270, 4.26090, -1.37570)  -0.01
C (4.54320, 2.37450, -1.62250)  -0.47
C (5.21630, 1.36890, -2.29070)  -0.63
C (4.57320, 0.15160, -2.44240)  -1.09
C (3.28570, 0.02300, -1.94030)  -0.33
N (2.66720, 1.00030, -1.30510)  0.78
C (3.27100, 2.16000, -1.12690)  -0.65
H (6.21260, 1.52560, -2.67770)  0.38
H (5.05890, -0.67240, -2.94150)  0.62
H (2.73260, -0.89850, -2.03670)  0.79
H (2.70500, 2.91310, -0.59110)  0.79

Atomic forces in eV per Å
0.3 -0.9 0.7
-0.2 -0.1 -0.1
0.0 0.2 0.2
0.0 -0.1 -0.1
-0.1 0.0 -0.1
0.2 0.1 0.2
0.1 0.0 0.0
0.3 -0.2 -0.2
-0.8 -0.3 0.1
0.6 0.2 -0.2
0.8 0.2 1.1
-0.9 0.3 -0.4
1.2 -0.5 -0.1
-1.1 0.3 0.1
0.3 -0.1 -0.2
-0.1 0.1 -0.2
0.0 0.0 0.1
-0.3 0.2 0.2
0.3 -0.1 0.1
0.3 -0.1 0.0
0.0 -0.1 -0.1
0.1 0.0 0.0
0.0 0.1 0.0
-0.1 0.1 0.1
0.1 0.1 -0.1
0.1 0.0 0.0
0.0 0.0 -0.1
-0.1 0.0 -0.1
-0.1 0.1 -0.1
-0.2 0.3 -0.1
-0.5 -0.4 -0.9
0.3 0.1 0.1
0.1 0.3 0.2
-0.4 -0.3 0.2
0.3 0.2 -0.4
-0.2 0.0 0.0
0.0 0.1 0.2
0.4 0.1 -0.3
-0.3 0.3 0.5
0.1 1.4 0.2
0.0 -0.5 -0.1
0.0 -0.2 -0.2
-0.3 0.0 -0.1
0.1 0.0 -0.1
0.0 -0.1 0.0
0.0 0.0 0.0
0.2 0.1 -0.1
0.0 0.2 0.1
-0.2 -0.1 0.0
0.1 0.2 0.0
0.0 -0.9 -1.3
-0.3 0.2 0.5
0.0 0.1 -0.1
0.0 0.0 -0.2
0.1 -0.1 -0.1
0.2 -0.2 -0.1
-0.2 -0.1 0.2
0.3 0.0 0.3
-0.2 -0.1 0.1
-0.2 0.0 0.0
-0.1 0.0 -0.1
0.1 -0.1 -0.2
0.1 -0.2 -0.1
-0.6 -0.9 0.8
0.0 0.4 -0.6
-0.2 -0.1 -0.1
-0.2 -0.1 0.1
0.1 0.0 0.1
0.1 0.0 0.2
0.1 0.1 -0.1
0.6 -0.1 0.0
-0.1 -0.1 0.1
-0.1 -0.1 0.1
-0.1 0.1 -0.1
-0.2 0.1 -0.1
0.0 0.1 -0.1
0.1 0.0 0.1
0.0 0.0 0.2
-0.1 -0.1 0.0
-0.1 0.2 0.0
0.1 0.1 -0.1
0.2 -0.1 0.1
0.0 0.2 -0.1
0.0 0.1 0.0
0.0 0.0 0.0
0.1 0.0 0.0
0.1 -0.1 0.0
-0.1 0.1 0.1
0.0 0.1 0.0
0.0 0.0 0.0
0.0 0.0 0.0
0.0 0.0 -0.1
-0.1 -0.1 0.0
0.0 0.0 0.0
0.0 0.0 0.0
0.0 0.0 0.0
0.1 0.2 0.0
0.0 -0.1 0.0
0.0 0.0 0.0
0.0 0.0 0.0
0.0 0.1 -0.1
0.0 0.1 -0.1
-0.2 -0.3 0.0
0.4 0.4 0.0
-0.1 -0.1 0.0
0.0 0.1 0.0
0.3 -0.2 -0.1
-0.5 -0.2 0.2
0.2 0.4 0.1
0.1 0.0 0.0
0.0 -0.1 -0.1
0.0 -0.2 0.0
0.1 0.1 -0.1

As for the gap between HOMO and LUMO: 0.22894 hartree. The HOMO energy is -2.803 eV. The energy above the lowest of the compared OMol25 structures with the same formula, charge and spin is 48.7 kJ/mol. The value obtained for the LUMO energy is 3.43 eV. Its total charge is -2.